Density functional theory data (the ωB97M-V functional and the def2-TZVPD basis) for C6H6N4O2 in the gas phase in a non-equilibrium geometry.

For the energy above the lowest of the compared OMol25 structures with the same formula, charge and spin, the calculation gives 547.99 kJ/mol. The calculation puts the molecular weight at 166.14 Da. The orbital gap is 0.313 hartree. The total energy comes out at -601.56450 Ha. The SMILES is Cc1[nH]n2ccnc2c1[N+](=O)[O-]. The strongest force on any atom comes out at 6.0 eV/A.

Cartesian coordinates (Å):
C 0.553 -3.037 -0.010
C 1.610 -2.166 0.106
C -0.313 -1.132 0.034
C -0.950 0.294 0.032
C 0.145 1.067 -0.029
C 0.020 2.657 -0.131
N -0.670 -2.399 0.040
N 1.018 -0.905 -0.004
N 1.382 0.415 0.080
N -2.323 0.528 0.104
O -2.690 1.664 0.241
O -3.107 -0.396 0.063
H 0.567 -4.134 0.150
H 2.661 -2.321 0.064
H -1.032 2.879 0.025
H 0.466 3.144 -0.964
H 0.517 3.051 0.665
H 2.145 0.789 -0.465